(1)
ORCA calculation (ωB97M-V/def2-TZVPD) on a single C5H11N molecule.

The SMILES is C=CCCNC. The HOMO energy is -8.9479 eV. The calculation puts the gap between HOMO and LUMO at 10.08 eV. The energy relative to the best compared isomer or geometry (same formula, charge and spin) comes out at 2.437 eV. The spin multiplicity is 1.

Last column: Mulliken charge in e.
Geometry (Å):
N 1.1167 -1.3232 0.0299  -0.484
C -0.4886 1.7886 0.6442  -0.143
C 0.3842 1.1276 -0.3282  -0.649
C -1.7609 2.1090 0.3060  -0.742
C 0.7787 -2.7847 -0.2016  -0.725
C -0.0034 -0.3540 -0.4325  -0.512
H 0.0027 1.7208 -1.1379  0.287
H 1.0897 -1.2199 1.0003  0.244
H -0.3123 -0.5948 -1.4952  0.298
H 1.7005 -3.3823 0.2397  0.243
H -2.3399 1.7962 -0.5973  0.240
H 0.6881 -3.0053 -1.2532  0.294
H -0.1008 2.1935 1.6459  0.259
H -0.1815 -2.9691 0.4219  0.273
H -2.4810 2.5542 1.0398  0.246
H -0.8300 -0.5269 0.2287  0.487
H 1.4873 1.3767 -0.2295  0.385

(2)
ORCA calculation (ωB97M-V/def2-TZVPD) on a single C5H11N molecule.

The HOMO energy (alpha / beta) is -6.5409 / -6.7049 eV. The calculation puts the gap between HOMO and LUMO (alpha / beta) at 7.55 / 7.70 eV. The energy relative to the best compared isomer or geometry (same formula, charge and spin) comes out at 3.593 eV. The spin multiplicity is 1.

Last column: Mulliken charge in e.
Geometry (Å):
N -0.0609 0.6859 -0.6905  0.058
C -0.0820 0.8002 -2.0165  -0.498
C 0.4227 1.6865 0.0672  -0.939
C -0.5220 -0.4842 0.1027  0.465
C -0.3765 -0.1090 1.6626  -1.489
C 0.3852 -1.6993 -0.1345  -1.380
H -0.2479 2.0631 0.8257  0.330
H -1.5271 -0.7521 -0.2938  0.282
H 1.3850 -1.4373 0.2177  0.352
H 0.4939 0.4857 2.0207  0.440
H -0.0664 1.8115 -2.4056  0.317
H -0.1027 -0.0491 -2.6885  0.230
H 0.4551 -2.0636 -1.1675  0.371
H 1.3200 2.1897 -0.2246  0.348
H -1.2263 0.4528 2.0655  0.372
H 0.0039 -2.5278 0.4742  0.354
H -0.2541 -1.0530 2.1852  0.388

(3)
ORCA calculation (ωB97M-V/def2-TZVPD) on a single C5H11N molecule.

The SMILES is CN1CC1(C)C. The HOMO energy is -8.7681 eV. The calculation puts the gap between HOMO and LUMO at 9.84 eV. The energy relative to the best compared isomer or geometry (same formula, charge and spin) comes out at 1.476 eV. The spin multiplicity is 1.

Last column: Mulliken charge in e.
Geometry (Å):
N 1.0701 -0.3234 0.3110  -0.335
C 1.7675 0.3981 -0.7274  -0.773
C -1.1055 -1.5179 0.2050  -1.493
C -1.0471 0.8851 -0.5785  -1.664
C -0.3721 -0.1945 0.3114  1.183
C 0.4486 0.2414 1.4928  -0.489
H -2.0560 -1.5280 0.7470  0.309
H -1.1044 0.5422 -1.6239  0.386
H 0.4695 1.3111 1.7155  0.283
H 0.5851 -0.3753 2.3871  0.252
H -0.4841 -2.3521 0.5444  0.407
H -2.0734 1.0261 -0.2336  0.384
H 2.0195 -0.3437 -1.4928  0.253
H -1.3184 -1.6827 -0.8586  0.312
H 2.6854 0.8761 -0.3798  0.271
H 1.1210 1.1459 -1.1946  0.285
H -0.6057 1.8916 -0.6249  0.430

(4)
ORCA calculation (ωB97M-V/def2-TZVPD) on an isolated ion of composition C5H11N and charge +1.

The HOMO energy (alpha / beta) is -13.0968 / -13.0874 eV. The calculation puts the gap between HOMO and LUMO (alpha / beta) at 9.74 / 4.87 eV. The energy relative to the best compared isomer or geometry (same formula, charge and spin) comes out at 2.840 eV. The charge is +1. Its expectation value of S² is 0.754. The spin multiplicity is 2.

Last column: Löwdin spin population.
Geometry (Å):
N 0.5982 0.1453 -1.6369  0.686
C -0.6626 -0.7868 0.3662  0.015
C 1.8383 0.6363 -2.2186  0.080
C 0.4950 0.0220 -0.1916  0.086
C -1.3744 0.0086 1.4392  0.002
C -1.3279 -0.2265 2.7614  0.002
H -0.1950 0.7068 -1.9596  0.015
H 2.6489 -0.0514 -2.0082  0.008
H 1.5897 0.8133 -3.2650  0.005
H -0.5533 -0.7856 3.2672  0.000
H -1.7876 1.0044 1.2771  0.000
H 2.0485 1.6396 -1.8211  0.045
H -0.3671 -1.7488 0.7704  0.003
H 0.4366 1.0626 0.1717  0.051
H 1.4351 -0.3462 0.2195  0.003
H -1.5117 -1.0008 -0.2916  0.000
H -2.0494 0.3173 3.3256  0.000

(5)
ORCA calculation (ωB97M-V/def2-TZVPD) on a single C5H11N2 molecule.

The HOMO energy (alpha / beta) is -4.1350 / -6.3068 eV. The calculation puts the gap between HOMO and LUMO (alpha / beta) at 4.17 / 6.26 eV. The energy relative to the best compared isomer or geometry (same formula, charge and spin) comes out at 3.680 eV. Its expectation value of S² is 0.773. The spin multiplicity is 2.

Last column: Löwdin spin population.
Geometry (Å):
N 0.3544 -1.2644 0.9822  0.165
N 0.7841 1.5004 -0.0731  0.016
C 0.0063 1.3931 -1.4066  0.014
C 0.9702 -1.6254 2.0247  0.391
C -1.4132 -0.5018 -0.2932  0.186
C -0.9904 -1.3576 0.6229  0.081
C -0.4588 -0.1546 -1.4255  0.026
H -2.4133 -0.0206 -0.3629  0.016
H -0.6901 2.2789 -1.3325  0.001
H 1.4778 2.2213 -0.0177  0.001
H 0.0742 1.6453 0.6982  0.004
H 1.2143 0.4611 0.0991  0.005
H 1.9280 -2.0404 1.8370  0.036
H -0.9586 -0.4322 -2.4189  0.007
H -1.3911 -1.6214 1.6064  0.007
H 0.4010 1.7518 -2.2848  0.001
H 0.7140 -1.3840 3.0335  0.043
H 0.3913 -0.8494 -1.2887  0.001

(6)
ORCA calculation (ωB97M-V/def2-TZVPD) on an isolated ion of composition C5H11N2 and charge +1.

The HOMO energy (alpha / beta) is -13.9789 / -13.9745 eV. The calculation puts the gap between HOMO and LUMO (alpha / beta) at 9.11 / 9.11 eV. The energy relative to the best compared isomer or geometry (same formula, charge and spin) comes out at 4.254 eV. The charge is +1. The spin multiplicity is 1.

Last column: Mulliken charge in e.
Geometry (Å):
N -0.1940 -1.2972 -0.0292  -0.279
N -0.6664 1.1719 -0.2122  -0.101
C -1.5136 -1.1259 0.3000  -0.458
C -1.5628 0.0681 -0.6960  -0.350
C 1.8671 -0.2647 -0.6889  -1.313
C 0.8130 -0.4366 0.4035  0.217
C 0.1491 0.9041 0.9714  -0.751
H -0.6280 0.7420 1.7734  0.313
H 2.6042 0.4754 -0.4141  0.344
H -1.8731 -0.8843 1.2627  0.260
H -1.3345 1.9473 -0.1078  0.401
H 1.2386 -0.9067 1.2637  0.478
H 1.3329 -0.0837 -1.6152  0.417
H -2.0132 -1.9909 -0.0716  0.316
H 2.3804 -1.2030 -0.7941  0.368
H -1.5747 -0.2235 -1.6968  0.358
H 0.1102 1.4613 -0.8738  0.368
H 0.8647 1.6465 1.2251  0.412

(7)
ORCA calculation (ωB97M-V/def2-TZVPD) on an isolated ion of composition C5H11N2 and charge +1.

The SMILES is C=N/C=C\CC[NH3+]. The HOMO energy is -13.0098 eV. The calculation puts the gap between HOMO and LUMO at 9.68 eV. The energy relative to the best compared isomer or geometry (same formula, charge and spin) comes out at 2.449 eV. The charge is +1. The spin multiplicity is 1.

Last column: Mulliken charge in e.
Geometry (Å):
N -0.0195 1.0612 -1.6767  -0.330
N 1.2147 -0.8466 0.1322  -0.238
C -1.5552 0.1863 0.2031  -0.473
C -1.0492 1.3960 -0.6087  -0.628
C 1.5532 -2.0280 -0.0561  -0.266
C -0.5826 0.0754 1.4139  -0.355
C 0.7163 -0.2232 1.3574  -0.486
H 1.3759 -0.4609 2.1965  0.458
H 1.9638 -2.7350 0.6779  0.270
H 0.1008 0.1478 -2.1346  0.309
H -1.9140 1.6009 -1.2105  0.343
H -1.0518 0.5318 2.2982  0.332
H -2.5024 0.5019 0.6826  0.310
H 0.9238 1.1256 -1.2510  0.394
H -0.5694 2.1866 -0.0271  0.418
H -1.7229 -0.8090 -0.2333  0.370
H 1.6986 -2.4389 -1.1014  0.190
H -0.1718 1.7770 -2.3987  0.381

(8)
ORCA calculation (ωB97M-V/def2-TZVPD) on a 2-piece molecular cluster, C5H11N2 overall.

The HOMO energy is -15.8086 eV. The calculation puts the gap between HOMO and LUMO at 12.08 eV. The energy relative to the best compared isomer or geometry (same formula, charge and spin) comes out at 1.102 eV. The charge is +1. The spin multiplicity is 1.

Last column: Mulliken charge in e.
Geometry (Å):
N 1.6636 0.0434 -0.2006  -0.233
N -0.8390 0.3445 0.2984  -0.068
C -2.8305 -0.8195 -0.6593  -1.420
C 4.1534 -0.2517 -0.4262  -1.051
C 2.7918 -0.1062 -0.2202  0.326
C -1.5330 1.1131 1.3439  -0.810
C -1.4001 -0.4813 -0.5482  0.383
H 4.6934 0.6812 -0.6464  0.302
H -3.2475 -1.4373 -1.4823  0.311
H 4.3474 -0.9632 -1.2273  0.290
H -2.6152 1.1680 1.0065  0.251
H -1.0127 2.0834 1.3429  0.304
H -1.6584 0.7221 2.2859  0.349
H 4.4839 -0.6175 0.5695  0.290
H -0.6583 -0.6759 -1.3112  0.392
H -3.4251 0.0323 -0.6118  0.438
H -3.1198 -1.1755 0.3216  0.415
H 0.2060 0.3401 0.1647  0.531

Copy entry 7 word for word.
ORCA calculation (ωB97M-V/def2-TZVPD) on an isolated ion of composition C5H11N2 and charge +1.

The SMILES is C=N/C=C\CC[NH3+]. The HOMO energy is -13.0098 eV. The calculation puts the gap between HOMO and LUMO at 9.68 eV. The energy relative to the best compared isomer or geometry (same formula, charge and spin) comes out at 2.449 eV. The charge is +1. The spin multiplicity is 1.

Last column: Mulliken charge in e.
Geometry (Å):
N -0.0195 1.0612 -1.6767  -0.330
N 1.2147 -0.8466 0.1322  -0.238
C -1.5552 0.1863 0.2031  -0.473
C -1.0492 1.3960 -0.6087  -0.628
C 1.5532 -2.0280 -0.0561  -0.266
C -0.5826 0.0754 1.4139  -0.355
C 0.7163 -0.2232 1.3574  -0.486
H 1.3759 -0.4609 2.1965  0.458
H 1.9638 -2.7350 0.6779  0.270
H 0.1008 0.1478 -2.1346  0.309
H -1.9140 1.6009 -1.2105  0.343
H -1.0518 0.5318 2.2982  0.332
H -2.5024 0.5019 0.6826  0.310
H 0.9238 1.1256 -1.2510  0.394
H -0.5694 2.1866 -0.0271  0.418
H -1.7229 -0.8090 -0.2333  0.370
H 1.6986 -2.4389 -1.1014  0.190
H -0.1718 1.7770 -2.3987  0.381

- What is the formula in the seventh record?
  C5H11N2